1.
# C35H34BrGe2N3Pd

A structure of composition C35H34BrGe2N3Pd in a non-equilibrium geometry (ωB97M-V with the def2-TZVPD basis set, the Open Molecules 2025 dataset).

Last column: Mulliken spin population.
Geometry (Å):
Pd 0.983 1.042 -0.289  0.007
Br -5.070 4.933 0.394  0.003
C -3.595 3.903 -0.250  0.075
C -2.952 3.008 0.595  -0.045
C -1.909 2.255 0.113  0.065
C -1.495 2.360 -1.234  -0.107
C -2.150 3.306 -2.054  0.128
C -3.180 4.073 -1.561  -0.035
N -0.442 1.624 -1.669  0.169
C -0.208 1.385 -2.955  0.269
C 1.065 1.006 -3.411  0.084
C 1.288 0.711 -4.781  0.085
C 2.557 0.481 -5.227  -0.020
C 3.610 0.500 -4.302  0.182
C 3.311 0.745 -2.973  -0.092
N 2.099 1.009 -2.512  0.157
H -3.264 2.917 1.624  -0.002
H -1.378 1.561 0.768  0.008
H -1.808 3.468 -3.066  0.010
H -3.656 4.815 -2.186  -0.002
H -1.011 1.495 -3.684  0.039
H 0.442 0.688 -5.453  0.002
H 2.752 0.295 -6.275  0.000
H 4.628 0.327 -4.617  0.013
H 4.107 0.747 -2.235  0.002
C 2.508 0.961 1.098  0.015
C 1.655 1.868 1.816  -0.011
C 1.117 1.552 3.087  0.013
C 0.228 2.386 3.711  -0.007
C -0.186 3.575 3.090  0.021
C 0.329 3.910 1.828  -0.005
C 1.254 3.094 1.213  0.008
C -1.091 4.415 3.754  -0.004
N -1.821 5.093 4.331  0.006
H 2.852 0.105 1.678  0.002
H 3.308 1.426 0.502  0.000
H 1.415 0.625 3.560  0.001
H -0.168 2.135 4.687  0.000
H 0.000 4.826 1.354  0.000
H 1.741 3.421 0.287  -0.001
C -2.908 -1.393 -1.740  -0.019
Ge -2.350 -1.619 0.159  -0.017
C -2.753 -3.511 0.691  -0.002
C -3.659 -0.563 1.268  0.002
Ge 0.052 -1.005 0.262  0.004
C 0.550 -1.807 2.024  0.003
C -0.277 -1.643 3.128  -0.002
C 0.044 -2.180 4.360  0.000
C 1.216 -2.900 4.520  -0.001
C 2.060 -3.065 3.434  0.001
C 1.729 -2.518 2.208  -0.002
C 1.032 -2.303 -0.891  0.006
C 2.336 -1.922 -1.181  -0.025
C 3.217 -2.772 -1.819  0.007
C 2.800 -4.040 -2.188  -0.002
C 1.495 -4.428 -1.934  0.001
C 0.621 -3.566 -1.292  -0.005
H -3.978 -1.257 -1.858  0.001
H -2.600 -2.254 -2.324  -0.002
H -2.404 -0.520 -2.145  0.017
H -3.807 -3.714 0.530  0.000
H -2.530 -3.647 1.744  0.000
H -2.177 -4.240 0.132  0.000
H -4.204 -1.237 1.922  0.001
H -4.383 -0.059 0.636  -0.001
H -3.181 0.188 1.888  0.000
H -1.188 -1.066 3.014  -0.001
H -0.619 -2.031 5.202  0.000
H 1.474 -3.319 5.484  0.000
H 2.984 -3.620 3.541  0.000
H 2.404 -2.644 1.373  0.000
H 2.653 -0.923 -0.887  0.000
H 4.231 -2.446 -2.016  0.004
H 3.486 -4.721 -2.673  0.000
H 1.162 -5.416 -2.228  0.000
H -0.395 -3.884 -1.102  -0.001

Output
- energy above the lowest of the compared OMol25 structures with the same formula, charge and spin (eV) = 0.5512
- frontier orbital gap (spin up / spin down) (eV) = 5.7886 / 6.3864
- E (Eh) = -8374.1696
- <S²> = 0.777
- multiplicity = 2
- total charge = -1
- HOMO energy (spin up / spin down) (eV) = -3.1 / -4.2

2.
# C35H34BrN7O5PZn

A structure of composition C35H34BrN7O5PZn in a non-equilibrium geometry (ωB97M-V with the def2-TZVPD basis set, the Open Molecules 2025 dataset).

Last column: Mulliken charge in e.
Geometry (Å):
Zn 1.834 0.751 -1.096  -0.358
O -2.145 2.517 2.072  -0.423
C -1.346 3.602 1.831  1.271
C -1.592 4.829 2.430  -0.962
C -0.769 5.909 2.163  -0.588
C 0.312 5.771 1.309  -1.043
C 0.563 4.547 0.716  -0.539
C -0.262 3.461 0.963  -0.566
C 0.073 2.101 0.385  2.834
O 1.387 1.951 0.159  -0.496
N -0.706 1.866 -0.853  0.209
N -0.089 1.349 -1.879  -0.255
C -0.628 1.198 -3.039  -0.370
C 0.106 0.752 -4.181  -0.118
Br 2.023 0.969 -4.032  -0.162
C -0.424 0.304 -5.333  -1.005
C -1.840 0.004 -5.491  0.574
C -2.491 0.296 -6.691  -0.521
C -3.841 0.038 -6.835  -0.510
C -4.553 -0.550 -5.801  -0.610
C -3.909 -0.874 -4.618  -0.512
C -2.565 -0.598 -4.460  -0.224
H -2.792 2.753 2.750  0.391
H -2.422 4.931 3.117  0.362
H -0.972 6.858 2.634  0.420
H 0.963 6.610 1.115  0.427
H 1.418 4.401 0.076  0.496
H -0.311 1.340 1.099  -1.304
H -1.643 2.247 -0.932  0.398
H -1.668 1.471 -3.213  0.744
H 0.212 0.163 -6.194  0.481
H -1.936 0.750 -7.499  0.449
H -4.340 0.297 -7.755  0.388
H -5.604 -0.764 -5.919  0.405
H -4.456 -1.342 -3.813  0.373
H -2.056 -0.875 -3.547  0.537
N 1.510 -2.107 -2.622  -0.343
N 2.520 -2.707 -1.872  -0.284
C 3.405 -1.959 -1.205  0.626
N 4.329 -2.545 -0.459  -0.395
N 3.302 -0.643 -1.386  -0.573
N 4.090 0.223 -0.789  1.755
O 3.812 1.386 -1.008  -0.682
O 5.037 -0.118 -0.120  -0.840
H 0.623 -2.577 -2.475  0.172
H 1.746 -2.080 -3.613  0.295
H 2.603 -3.720 -1.831  0.188
H 4.365 -3.541 -0.327  0.167
H 4.979 -1.936 0.038  0.213
O 1.810 -0.748 0.663  0.817
P 0.755 -0.991 1.696  -0.014
C 1.152 -2.418 2.748  0.889
C 2.435 -2.466 3.279  -0.492
C 2.757 -3.426 4.220  -0.753
C 1.796 -4.334 4.638  -0.586
C 0.519 -4.289 4.104  -0.769
C 0.190 -3.328 3.164  -0.221
C 0.614 0.315 2.942  0.949
C 1.632 1.256 3.045  -0.469
C 1.577 2.209 4.044  -0.564
C 0.528 2.205 4.948  -0.581
C -0.471 1.247 4.859  -0.902
C -0.431 0.294 3.858  -0.483
C -0.774 -1.443 0.804  0.747
C -0.597 -2.589 0.032  -1.032
C -1.600 -3.038 -0.806  -0.953
C -2.793 -2.334 -0.879  -0.661
C -2.975 -1.197 -0.108  -0.609
C -1.970 -0.745 0.737  -0.289
H 3.165 -1.738 2.948  0.338
H 3.749 -3.455 4.640  0.447
H 2.041 -5.073 5.385  0.409
H -0.231 -4.994 4.429  0.443
H -0.808 -3.291 2.751  0.425
H 2.434 1.258 2.323  0.186
H 2.358 2.949 4.121  0.479
H 0.493 2.943 5.734  0.440
H -1.277 1.237 5.576  0.481
H -1.196 -0.466 3.781  0.400
H 0.341 -3.126 0.112  0.789
H -1.462 -3.937 -1.392  0.505
H -3.578 -2.684 -1.533  0.491
H -3.911 -0.660 -0.158  0.493
H -2.128 0.146 1.329  0.156

Output
- energy above the lowest of the compared OMol25 structures with the same formula, charge and spin (eV) = 1.2568
- frontier orbital gap (eV) = 7.5045
- E (Eh) = -6808.0514
- total charge = +1
- HOMO energy (eV) = -10.1

3.
# C35H34CdN7O3PS

A structure of composition C35H34CdN7O3PS (ωB97M-V with the def2-TZVPD basis set, the Open Molecules 2025 dataset).

Last column: Mulliken charge in e.
Geometry (Å):
Cd -0.458 -0.709 -0.115  3.066
O -3.935 1.259 -1.779  -0.819
C -2.946 0.569 -1.507  0.257
N -2.538 0.058 -0.358  -0.239
C -3.202 0.193 0.863  0.018
C -4.240 1.089 1.115  -0.464
C -4.802 1.181 2.384  -0.736
C -4.345 0.375 3.411  -0.750
C -3.318 -0.535 3.181  -0.386
C -2.734 -0.640 1.921  0.088
N -1.729 -1.546 1.566  -0.354
C -1.146 -2.404 2.366  0.054
O -1.230 -2.557 3.605  -0.897
C -0.227 -3.374 1.625  0.298
C 0.257 -4.488 2.302  -0.680
C 1.062 -5.388 1.627  -0.453
C 1.369 -5.150 0.294  -0.838
C 0.858 -4.009 -0.299  -0.252
N 0.081 -3.140 0.344  0.155
C -2.027 0.198 -2.683  0.241
C -2.399 0.607 -3.958  -0.735
C -1.592 0.286 -5.032  -0.511
C -0.427 -0.437 -4.810  -0.969
C -0.127 -0.807 -3.512  -0.227
N -0.907 -0.503 -2.474  -0.156
H -4.603 1.699 0.302  0.529
H -5.609 1.882 2.558  0.402
H -4.793 0.438 4.396  0.397
H -2.972 -1.184 3.971  0.437
H -0.018 -4.612 3.339  0.480
H 1.444 -6.267 2.130  0.428
H 1.987 -5.830 -0.276  0.445
H 1.080 -3.777 -1.335  0.490
H -3.314 1.173 -4.057  0.510
H -1.862 0.596 -6.034  0.437
H 0.236 -0.711 -5.619  0.462
H 0.774 -1.368 -3.289  0.590
C 2.626 1.329 0.483  -0.917
P 2.026 -0.364 0.233  0.977
C 2.639 -1.258 1.692  -1.180
C 3.054 -0.984 -1.139  0.748
C 3.130 -0.238 -2.316  -0.521
C 3.834 -0.710 -3.412  -0.465
C 4.468 -1.944 -3.351  -0.588
C 4.401 -2.693 -2.187  -0.675
C 3.699 -2.217 -1.087  -0.705
H 2.394 1.940 -0.387  0.281
H 3.701 1.330 0.669  0.539
H 2.077 1.739 1.329  0.006
H 3.720 -1.152 1.788  0.567
H 2.375 -2.315 1.631  0.127
H 2.143 -0.842 2.569  0.074
H 2.633 0.722 -2.381  -0.057
H 3.885 -0.115 -4.315  0.459
H 5.018 -2.316 -4.206  0.394
H 4.898 -3.653 -2.130  0.437
H 3.660 -2.818 -0.187  0.344
C 0.754 2.360 5.596  -1.128
N 0.635 2.080 4.185  -0.184
C 0.242 0.889 3.642  -0.015
N 0.024 -0.127 4.508  -0.155
O 0.141 0.770 2.415  0.032
H 1.044 3.400 5.724  0.329
H 1.517 1.737 6.070  0.319
H -0.194 2.218 6.122  0.343
H 0.782 2.813 3.515  0.292
H -0.047 0.061 5.492  0.195
H -0.439 -0.974 4.168  0.019
S -2.271 3.966 -0.088  -0.282
C -1.176 2.728 0.420  -0.444
N -0.337 2.297 -0.460  0.183
C -0.518 2.972 -1.660  -0.867
C 0.206 2.739 -2.831  0.415
C -0.096 3.469 -3.959  -0.776
C -1.117 4.429 -3.941  -0.540
C -1.845 4.670 -2.794  -0.541
C -1.534 3.936 -1.650  0.799
H -1.238 2.313 1.417  0.445
H 0.972 1.974 -2.846  0.168
H 0.452 3.291 -4.875  0.430
H -1.344 4.984 -4.841  0.388
H -2.643 5.400 -2.786  0.418

Output
- energy above the lowest of the compared OMol25 structures with the same formula, charge and spin (eV) = 0.0000
- frontier orbital gap (eV) = 7.0312
- E (Eh) = -2870.5935
- total charge = 0
- HOMO energy (eV) = -6.6

4.
# C35H34ClFI2N2OSiSr

A structure of composition C35H34ClFI2N2OSiSr in a non-equilibrium geometry (ωB97M-V with the def2-TZVPD basis set, the Open Molecules 2025 dataset).

Last column: Mulliken charge in e.
Geometry (Å):
Sr 0.609 0.980 -0.359  1.557
I 7.202 2.727 -2.133  -0.047
C 5.182 2.163 -2.105  -0.102
C 4.306 2.751 -3.026  -0.915
C 3.035 2.181 -3.099  -0.817
I 1.779 2.714 -4.694  -0.080
C 2.552 1.167 -2.265  0.000
O 1.497 0.462 -2.518  -0.723
C 3.327 1.007 -1.003  2.809
C 3.087 -0.241 -0.125  -1.801
N 2.305 0.108 1.093  -0.297
C 2.599 1.495 1.557  -0.812
C 2.790 2.498 0.378  2.085
C 3.947 3.362 0.536  -1.250
C 3.946 4.639 0.075  -0.331
C 2.797 5.185 -0.531  -0.872
C 1.674 4.389 -0.526  -0.719
N 1.605 3.154 -0.039  -0.458
C 4.746 1.235 -1.204  -0.985
H 4.610 3.558 -3.674  0.372
H 4.058 -0.674 0.131  0.566
H 2.558 -1.013 -0.700  0.311
H 2.384 -0.570 1.843  0.259
H 3.493 1.544 2.186  0.586
H 1.777 1.845 2.186  -0.258
H 4.833 2.948 1.002  0.318
H 4.841 5.243 0.187  0.411
H 2.772 6.189 -0.928  0.376
H 0.732 4.770 -0.914  0.368
H 5.443 0.763 -0.521  0.291
C -4.154 0.360 -0.629  -1.237
Si -2.426 0.468 -1.469  0.231
C -2.782 1.745 -2.868  -1.479
C -2.380 -1.149 -2.511  0.365
C -3.340 -2.164 -2.431  0.140
C -3.245 -3.330 -3.184  -0.601
C -2.176 -3.515 -4.050  -0.450
C -1.207 -2.522 -4.150  -0.754
C -1.308 -1.365 -3.390  -0.529
H -4.955 0.165 -1.354  0.321
H -4.378 1.310 -0.136  0.332
H -4.198 -0.422 0.136  0.187
H -3.632 1.438 -3.489  0.350
H -1.912 1.864 -3.520  0.308
H -3.006 2.729 -2.443  0.380
H -4.182 -2.050 -1.756  0.257
H -4.006 -4.098 -3.087  0.386
H -2.095 -4.423 -4.637  0.343
H -0.362 -2.653 -4.817  0.415
H -0.521 -0.619 -3.469  0.250
F -5.934 -6.133 1.385  -0.361
C -4.949 -5.211 1.204  0.475
C -3.954 -5.476 0.279  -0.607
C -2.953 -4.545 0.097  -0.366
C -2.930 -3.335 0.837  1.044
C -1.921 -2.388 0.643  -1.128
C -3.979 -3.115 1.765  -0.439
C -4.981 -4.045 1.949  -0.587
H -3.980 -6.398 -0.287  0.408
H -2.178 -4.721 -0.637  0.356
H -1.939 -1.440 1.161  0.117
H -1.127 -2.567 -0.068  0.214
H -3.983 -2.196 2.339  0.383
H -5.783 -3.883 2.657  0.414
Cl 2.991 -0.775 5.476  -0.337
C 1.692 0.220 4.818  0.728
C 1.730 1.567 5.090  -0.640
C 0.753 2.434 4.595  -0.444
C -0.248 1.870 3.796  -0.767
C -0.269 0.528 3.500  -0.333
C 0.682 -0.427 4.022  0.241
C 0.636 -1.774 3.746  -1.442
H 2.544 1.947 5.696  0.364
H 0.786 3.494 4.805  0.332
H -1.018 2.507 3.371  0.331
H -1.065 0.154 2.861  0.495
H -0.174 -2.175 3.149  0.241
H 1.330 -2.468 4.196  0.255

Output
- energy above the lowest of the compared OMol25 structures with the same formula, charge and spin (eV) = 0.0000
- frontier orbital gap (spin up / spin down) (eV) = 4.4697 / 4.1736
- E (Eh) = -3014.4619
- total charge = -2
- HOMO energy (spin up / spin down) (eV) = -0.9 / -0.6